No. 1
61
Properties=species:S:1:pos:R:3 method="wB97M-V/def2-TZVPD" mol_weight_g_mol=369.56 total_energy_ev=-46716.8188 spin_multiplicity=1 charge=+1 max_force_ha_per_bohr=0.0500 e_homo_ev=-11.744 gap_ev=9.312
K -7.50 4.80 10.61
C -9.40 8.21 15.43
O -9.31 7.18 14.49
C -9.35 5.90 15.08
C -8.77 4.89 14.04
N -9.47 4.91 12.75
C -10.59 4.05 12.72
C -11.53 4.34 11.53
O -12.00 5.66 11.56
C -13.00 5.90 10.56
H -10.47 8.16 15.64
H -9.13 9.23 15.13
H -8.98 7.92 16.39
H -10.35 5.68 15.46
H -8.68 5.84 15.93
H -8.72 3.90 14.48
H -7.73 5.11 13.79
H -9.92 5.81 12.67
H -11.24 4.23 13.58
H -10.27 3.01 12.78
H -12.39 3.67 11.55
H -11.05 4.03 10.60
H -12.61 5.74 9.56
H -13.27 6.95 10.58
H -13.97 5.45 10.77
C -4.26 6.87 12.36
O -5.55 6.86 11.70
C -6.02 8.19 11.52
C -7.56 8.23 11.18
N -7.89 7.43 10.01
C -9.33 7.44 9.80
C -9.47 6.81 8.43
O -9.08 5.42 8.53
C -9.08 4.84 7.24
H -3.50 7.26 11.69
H -4.02 5.87 12.74
H -4.32 7.50 13.26
H -5.47 8.66 10.71
H -6.03 8.85 12.39
H -7.91 9.26 11.06
H -8.11 7.83 12.02
H -7.36 7.73 9.21
H -9.64 8.48 9.91
H -9.91 6.91 10.54
H -8.84 7.38 7.75
H -10.52 6.92 8.15
H -8.27 5.34 6.71
H -10.08 4.98 6.83
H -8.79 3.80 7.38
C -8.88 1.65 9.45
O -8.08 1.99 10.57
H -9.40 0.71 9.65
H -9.62 2.39 9.16
H -8.21 1.55 8.59
H -7.28 1.48 10.42
C -4.18 2.97 12.02
O -5.08 3.39 11.01
H -3.15 3.32 11.92
H -4.57 3.35 12.97
H -4.17 1.88 12.06
H -5.47 2.61 10.62

=====

No. 2
80
Properties=species:S:1:pos:R:3 method="wB97M-V/def2-TZVPD" mol_weight_g_mol=720.04 total_energy_ev=-106921.2274 spin_multiplicity=1 charge=-1 max_force_ha_per_bohr=0.0104 relative_energy_kj_mol=0.0 e_homo_ev=-3.787 gap_ev=6.574
Sn -0.09 0.39 -1.00
O -0.67 1.35 0.82
C -1.69 2.25 1.08
C -2.95 1.98 0.18
C -3.47 0.59 0.42
C -4.46 0.29 1.35
C -4.76 -1.04 1.60
C -4.07 -2.03 0.92
C -3.11 -1.65 -0.02
C -2.29 -2.63 -0.81
C -0.82 -2.79 -0.28
O -0.02 -1.70 -0.59
C -0.87 -3.06 1.23
C -1.51 -4.19 1.74
C -1.54 -4.44 3.10
C -0.90 -3.58 3.98
C -0.24 -2.46 3.48
C -0.23 -2.20 2.11
C -0.16 -4.00 -0.98
C 0.89 -4.68 -0.37
C 1.57 -5.70 -1.02
C 1.20 -6.07 -2.31
C 0.16 -5.40 -2.93
C -0.51 -4.38 -2.28
N -2.84 -0.37 -0.26
C -1.14 3.67 0.84
C -0.20 4.17 1.73
C 0.40 5.41 1.53
C 0.07 6.17 0.41
C -0.85 5.67 -0.50
C -1.45 4.43 -0.28
C -2.19 2.14 2.53
C -3.03 3.10 3.09
C -3.53 2.96 4.37
C -3.20 1.83 5.13
C -2.36 0.87 4.58
C -1.85 1.03 3.30
H -2.62 2.03 -0.86
H -3.71 2.74 0.36
H -4.97 1.09 1.89
H -5.52 -1.30 2.33
H -4.25 -3.08 1.11
H -2.20 -2.23 -1.82
H -2.79 -3.60 -0.85
H -1.99 -4.88 1.06
H -2.04 -5.32 3.48
H -0.91 -3.77 5.05
H 0.27 -1.78 4.16
H 0.29 -1.34 1.71
H 1.19 -4.39 0.63
H 2.39 -6.21 -0.52
H 1.73 -6.87 -2.82
H -0.12 -5.67 -3.94
H -1.30 -3.85 -2.80
H 0.07 3.58 2.60
H 1.13 5.77 2.24
H 0.54 7.13 0.25
H -1.11 6.25 -1.38
H -2.16 4.07 -1.02
H -3.29 3.98 2.50
H -4.18 3.72 4.79
H -3.60 1.71 6.13
H -2.10 -0.01 5.16
H -1.21 0.29 2.85
C 2.68 2.96 -1.80
Ge 3.19 1.12 -1.34
C 5.08 1.25 -0.79
C 3.24 0.05 -2.99
C 1.94 0.38 -0.08
H 3.42 3.42 -2.46
H 2.61 3.57 -0.89
H 1.71 3.00 -2.29
H 5.65 1.69 -1.61
H 5.50 0.27 -0.56
H 5.20 1.89 0.10
H 3.96 0.47 -3.70
H 2.26 0.01 -3.47
H 3.53 -0.97 -2.76
H 1.95 0.98 0.84
H 2.23 -0.65 0.17

=====

No. 3
9
Properties=species:S:1:pos:R:3 method="wB97M-V/def2-TZVPD" mol_weight_g_mol=118.12 total_energy_ev=-20011.0871 spin_multiplicity=1 charge=0 max_force_ha_per_bohr=0.0893 relative_energy_kj_mol=507.7 e_homo_ev="-9.899 / -8.862" gap_ev="8.423 / 7.445"
C 0.88 -1.15 0.03
C 0.70 0.04 -0.70
N 0.89 -2.09 0.70
N -1.63 0.15 -0.12
O -2.49 -0.59 -0.43
O -1.50 0.99 0.70
S 1.07 1.52 0.13
H 0.84 0.17 -1.68
H 1.24 0.97 1.36